## w
C4H7FN2 | wB97M-V/def2-TZVPD

Output
* HOMO energy: -8.1 eV
* 2S+1: 1

Geometry as XYZ:
```
14
C4H7FN2 wB97M-V/def2-TZVPD
C 1.95 0.72 0.02
H 0.82 -1.80 -0.79
H 2.77 -0.07 -0.39
C 0.10 -1.11 -0.42
F -2.77 0.43 -0.27
C -1.08 -1.42 0.17
H -1.93 0.36 1.53
C -1.59 0.20 0.48
H 2.01 0.79 1.05
N -0.52 0.99 0.00
H 2.15 1.71 -0.40
N 0.54 0.18 -0.45
H -1.56 -2.36 0.34
H -0.89 1.37 -0.86
```

---

## x
C4H7FN2 | wB97M-V/def2-TZVPD

Output
* HOMO energy: -8.3 eV
* 2S+1: 1

Geometry as XYZ:
```
14
C4H7FN2 wB97M-V/def2-TZVPD
C -0.15 1.02 -0.35
N 0.43 -0.99 0.26
H -2.42 -0.03 -1.00
C -1.85 -0.57 -0.22
H -2.33 -0.10 0.76
C 1.64 -0.13 0.43
H 1.59 2.06 0.49
H -0.96 1.74 -0.39
H 2.17 -0.05 1.47
C 1.08 1.21 0.14
N -0.51 -0.23 -0.55
H 0.60 -1.82 -0.28
F 2.63 -0.45 -0.48
H -1.93 -1.63 -0.29
```

---

Most stable structure: x

---

## w
C6H10ClN2 | wB97M-V/def2-TZVPD

Output
* HOMO energy: -11.8 eV
* 2S+1: 1
* total charge: +1

Geometry as XYZ:
```
19
C6H10ClN2 wB97M-V/def2-TZVPD
H 0.81 -1.63 -0.92
N 0.56 -2.43 -1.45
H -0.46 2.25 -0.77
N 0.56 0.79 0.37
C -0.13 -3.39 -1.62
H 0.60 1.33 -1.68
Cl -1.05 -4.38 -2.28
H -1.39 -1.32 -1.24
C -0.95 -2.27 0.80
H 1.43 0.41 0.16
H -1.06 0.74 -1.31
C -1.39 -1.38 -0.11
C 0.03 0.13 1.41
H -0.52 0.86 2.10
H -1.96 -0.44 1.81
H -0.95 -3.10 1.34
C -0.16 1.24 -0.86
C -1.12 -0.78 1.15
H 0.86 -0.30 2.01
```

---

## x
C6H10ClN2 | wB97M-V/def2-TZVPD

Output
* HOMO energy: -13.4 eV
* 2S+1: 1
* total charge: +1

Geometry as XYZ:
```
19
C6H10ClN2 wB97M-V/def2-TZVPD
H 0.70 -2.12 -2.08
H -2.58 0.55 1.57
N -1.18 -0.28 0.04
H -2.90 -1.16 0.84
H 3.11 1.33 -0.02
H -3.12 0.28 -0.07
H 1.95 1.89 1.24
C -0.32 0.82 0.29
C -2.50 -0.19 0.75
H -0.52 1.10 1.28
H -1.67 -1.96 -1.03
C 1.31 -0.58 -0.86
C -0.84 -1.28 -0.73
Cl -0.48 2.21 -0.91
C 0.40 -1.43 -1.37
N 1.19 0.38 0.09
H 2.28 -0.84 -1.23
C 2.31 1.00 0.76
H 2.87 0.28 1.45
```

---

Most stable structure: x

---

## w
C6H11NO2 | wB97M-V/def2-TZVPD

Output
* HOMO energy: -9.0 eV
* 2S+1: 1

Geometry as XYZ:
```
20
C6H11NO2 wB97M-V/def2-TZVPD
H -0.03 2.73 -0.11
H -3.02 1.06 -0.63
C 0.13 -1.38 1.94
H 0.58 -2.23 0.06
H -2.31 0.19 0.73
C 0.93 -1.67 0.92
H 0.24 0.21 -2.93
H 2.48 -0.89 1.85
H -2.19 1.96 0.66
C -0.89 0.92 -0.68
C 0.08 1.82 -0.68
H 1.06 -0.51 -1.68
O 2.84 -0.61 -0.28
N 0.20 -0.54 -2.23
H -0.86 -1.81 2.06
H 0.49 -0.83 2.80
C 2.36 -0.94 0.76
O -0.89 -0.27 -1.37
H 0.99 1.72 -1.25
C -2.18 1.05 0.07
```

---

## x
C6H11NO2 | wB97M-V/def2-TZVPD

Output
* HOMO energy: -9.8 eV
* 2S+1: 1

Geometry as XYZ:
```
20
C6H11NO2 wB97M-V/def2-TZVPD
H -0.78 -1.16 1.82
C 0.04 0.32 0.69
C 0.82 -1.95 -2.33
C -0.98 0.17 -0.43
C -0.06 -2.07 -1.51
H 0.14 1.58 2.43
H -1.16 -1.88 -0.91
C -0.52 1.46 1.57
H 1.79 -0.11 -0.50
O -0.87 1.04 -1.42
H 1.60 -1.86 -3.04
C 1.42 0.69 0.15
H 2.11 0.80 0.99
O -1.93 -0.64 -0.40
H -1.58 0.88 -2.07
H 1.39 1.61 -0.42
H 0.51 -1.64 0.94
H -0.55 2.40 1.01
N 0.14 -0.87 1.51
H -1.52 1.22 1.92
```

---

Most stable structure: x

---

## w
C6H11NO2 | wB97M-V/def2-TZVPD

Output
* HOMO energy (spin up / spin down): -8.2 / -7.8 eV
* 2S+1: 1

Geometry as XYZ:
```
20
C6H11NO2 wB97M-V/def2-TZVPD
C 1.98 0.51 -0.69
H -1.86 2.15 0.92
H 1.87 1.53 -1.07
H -1.53 2.29 -1.36
H -0.69 -1.26 -0.91
H 0.54 -1.14 1.98
C -0.95 -0.92 0.10
H 1.69 -0.19 -1.47
C 0.75 -1.00 0.92
C 1.17 0.30 0.54
N -1.81 -1.60 0.81
C -1.12 0.67 -0.06
H -1.01 0.72 -2.17
H -2.66 -1.06 1.00
C -1.26 1.25 -1.26
H 1.11 1.10 1.27
O 1.40 -2.08 0.33
O -1.52 1.27 1.11
H 0.87 -2.87 0.49
H 3.03 0.32 -0.47
```

---

## x
C6H11NO2 | wB97M-V/def2-TZVPD

Output
* HOMO energy: -9.9 eV
* 2S+1: 1

Geometry as XYZ:
```
20
C6H11NO2 wB97M-V/def2-TZVPD
C 1.39 -0.43 1.28
C -0.62 -1.39 -1.07
H -3.56 0.15 0.79
H 2.21 -0.41 -1.34
O -1.98 1.61 -0.45
H -2.43 -1.14 1.03
H -1.60 -1.79 -1.27
C 0.80 0.35 0.11
O 0.35 1.70 0.66
H 1.64 -1.44 0.97
H 1.29 1.02 -1.88
H 2.27 0.09 1.64
C -0.48 -0.28 -0.37
N -2.61 -0.18 0.78
C 1.79 0.55 -1.03
H 2.60 1.19 -0.68
H -0.28 2.22 0.15
H 0.66 -0.48 2.09
H 0.23 -1.88 -1.51
C -1.68 0.55 0.09
```

---

Most stable structure: x

---

## w
C6H11NO2 | wB97M-V/def2-TZVPD

Output
* HOMO energy: -8.8 eV
* 2S+1: 1

Geometry as XYZ:
```
20
C6H11NO2 wB97M-V/def2-TZVPD
H -0.67 -0.86 1.28
C -1.31 0.86 0.16
O -1.45 1.48 -0.89
C 1.24 1.34 1.85
C -1.57 -1.57 -0.56
H -1.61 -1.29 -1.61
H -1.84 1.17 1.08
H 0.00 0.61 -1.92
H 1.91 2.09 2.24
C 0.67 -0.32 -0.28
N 0.72 -0.07 -1.66
O 1.57 -1.22 0.20
H -2.59 -1.59 -0.17
H 1.22 2.06 -0.12
H 0.92 0.58 2.56
H 1.64 0.19 -1.99
C -0.74 -0.56 0.23
H 2.10 -1.59 -0.52
C 0.92 1.27 0.57
H -1.14 -2.57 -0.47
```

---

## x
C6H11NO2 | wB97M-V/def2-TZVPD

Output
* HOMO energy: -9.1 eV
* 2S+1: 1

Geometry as XYZ:
```
20
C6H11NO2 wB97M-V/def2-TZVPD
C 0.23 -0.42 0.48
C -0.53 -1.65 1.03
H -1.45 -1.99 0.57
H -2.05 0.93 0.29
H -1.62 1.93 -0.94
O 1.56 -2.51 -0.16
C 0.73 -1.78 0.28
H -0.51 -1.81 2.10
H 1.14 -0.09 2.40
C 0.75 1.03 -1.51
H 0.31 1.32 1.72
H 1.15 1.86 -0.94
O -1.00 -0.53 -1.63
H 1.88 0.82 1.09
H 1.53 0.31 -1.73
N -1.26 1.35 -0.19
C 0.93 0.46 1.49
C -0.36 0.35 -0.72
H 0.34 1.40 -2.45
H -1.75 -0.96 -1.21
```

---

Most stable structure: x

---

## w
C4H13N3 | wB97M-V/def2-TZVPD

Output
* HOMO energy (spin up / spin down): -18.2 / -17.8 eV
* 2S+1: 1
* total charge: +2

Geometry as XYZ:
```
20
C4H13N3 wB97M-V/def2-TZVPD
C -1.34 0.61 0.70
H 3.88 1.65 0.17
C 3.55 0.76 -0.42
N 2.19 0.56 -0.22
N -2.64 -0.07 0.42
H 1.55 1.32 -0.34
N 1.57 -1.65 0.59
C 1.43 -0.44 0.06
H -0.84 1.20 -0.14
H -3.39 0.45 1.07
H 2.29 -1.93 1.25
H -1.27 0.82 1.73
C -3.15 -0.18 -0.90
H -3.25 0.82 -1.29
H 4.22 -0.01 -0.17
H 0.89 -2.40 0.35
H -4.18 -0.54 -0.79
H 3.78 0.91 -1.49
H -2.61 -0.92 -1.48
H -2.67 -0.97 0.92
```

---

## x
C4H13N3 | wB97M-V/def2-TZVPD

Output
* HOMO energy: -17.9 eV
* 2S+1: 1
* total charge: +2

Geometry as XYZ:
```
20
C4H13N3 wB97M-V/def2-TZVPD
C -0.61 0.81 0.80
N 2.90 -0.55 -2.40
N -3.01 -0.01 0.43
H 2.28 1.07 -0.57
H -3.65 -0.73 0.79
C -1.66 -0.23 1.13
N 1.77 0.20 -0.43
H -2.10 -0.21 2.14
C 2.01 -0.65 -1.43
H 3.06 -1.32 -3.05
C 0.76 0.37 1.27
H -1.30 -1.23 0.99
H 0.97 -0.70 1.48
H 3.34 0.34 -2.63
H -0.62 0.86 -0.29
H 1.62 -1.69 -1.29
H -3.36 0.92 0.68
H 1.36 1.03 1.88
H -3.00 -0.12 -0.61
H -0.77 1.84 1.10
```

---

Most stable structure: x

---

## w
C4H13N3 | wB97M-V/def2-TZVPD

Output
* HOMO energy (spin up / spin down): -18.5 / -18.8 eV
* 2S+1: 1
* total charge: +2

Geometry as XYZ:
```
20
C4H13N3 wB97M-V/def2-TZVPD
C 0.71 0.32 -0.50
H -2.64 2.53 -0.58
H 1.10 1.22 -0.32
H 2.07 -0.31 1.28
C 1.57 -0.65 0.41
H 0.03 3.24 0.33
N -0.51 0.30 0.18
C 1.09 -2.02 0.64
H 0.16 -2.30 1.25
H 2.41 -0.89 -0.20
C -1.63 2.44 -0.16
H -1.16 4.45 0.10
H 0.49 -0.12 -1.59
H 1.78 -2.68 1.11
H -1.76 -1.51 0.18
N -0.92 3.44 0.16
N -1.44 -0.64 -0.34
H -1.19 -0.96 -1.28
H 0.79 -2.57 -0.26
H -2.32 -0.13 -0.48
```

---

## x
C4H13N3 | wB97M-V/def2-TZVPD

Output
* HOMO energy: -18.4 eV
* 2S+1: 1
* total charge: +2

Geometry as XYZ:
```
20
C4H13N3 wB97M-V/def2-TZVPD
H -2.52 0.50 -0.96
H 2.10 1.30 0.16
H -1.61 -3.33 0.49
H -2.47 -2.00 1.08
C 3.02 0.76 0.14
H -2.91 -2.48 -0.46
H 4.79 0.02 0.52
C -1.13 -1.49 -0.56
N -0.68 0.78 0.00
H 4.34 1.52 1.40
C -1.50 -0.04 -0.53
H -2.14 1.98 -0.46
H -1.35 2.56 1.09
N -1.21 2.17 0.10
N 4.13 0.85 0.68
H -0.05 -1.36 -0.13
C -2.04 -2.43 0.19
H -0.70 2.67 -0.59
H 2.96 -0.12 -0.56
H -1.03 -1.85 -1.59
```

---

Most stable structure: x

---

## w
C4H3F3 | wB97M-V/def2-TZVPD

Output
* HOMO energy: -10.3 eV
* 2S+1: 1

Geometry as XYZ:
```
10
C4H3F3 wB97M-V/def2-TZVPD
F -2.68 1.89 0.00
C -1.99 -0.55 0.00
H 0.27 -0.92 0.91
H 0.25 -0.94 -0.90
F -2.55 -1.12 1.07
C -1.76 0.94 0.00
C -0.43 0.97 0.00
H 0.25 1.80 -0.01
C -0.14 -0.50 0.01
F -2.52 -1.11 -1.09
```

---

## x
C4H3F3 | wB97M-V/def2-TZVPD

Output
* HOMO energy: -9.4 eV
* 2S+1: 1

Geometry as XYZ:
```
10
C4H3F3 wB97M-V/def2-TZVPD
C -2.97 0.42 -0.71
H -0.41 0.51 0.35
C -0.76 -0.57 -1.24
F -0.01 -1.06 -2.30
F -2.65 -1.07 -2.49
H 0.07 -1.07 0.73
C -2.15 -0.53 -1.37
F -2.54 0.77 0.50
H 1.07 -0.13 -0.20
C 0.05 -0.32 -0.04
```

---

## y
C4H3F3 | wB97M-V/def2-TZVPD

Output
* HOMO energy (spin up / spin down): -9.9 / -8.8 eV
* 2S+1: 1

Geometry as XYZ:
```
10
C4H3F3 wB97M-V/def2-TZVPD
H -1.30 -0.09 -0.88
C -0.20 1.15 0.33
H -0.90 1.91 0.69
C 0.34 -1.28 -0.35
F -1.44 -0.81 1.00
C -0.72 -0.26 0.00
F 2.07 2.02 0.24
H 0.57 -2.07 0.43
C 1.16 1.12 0.15
F 0.44 -1.69 -1.61
```

---

Most stable structure: w

---

## w
H19O9 | wB97M-V/def2-TZVPD

Output
* HOMO energy: -13.4 eV
* 2S+1: 1
* total charge: +1

Geometry as XYZ:
```
28
H19O9 wB97M-V/def2-TZVPD
O 0.09 0.03 3.28
O 1.21 -0.29 0.55
O 1.48 2.70 -0.43
O 0.60 -3.72 -2.18
H 1.80 -1.02 0.79
O -0.50 1.44 -1.01
H -0.26 2.04 -1.74
H 0.73 2.31 1.39
H -0.70 -0.09 3.80
H -1.45 -2.05 -0.90
H -0.19 -1.77 -0.16
H -3.43 1.61 -2.28
H 2.00 3.52 -0.42
O -0.82 -2.49 -0.33
H -0.28 2.07 -0.18
H 0.19 0.97 3.09
O -3.05 1.14 -1.53
H 1.38 -3.85 1.02
H 1.50 -3.40 -0.30
O -0.20 2.53 1.47
H 1.04 -3.27 -2.91
H -0.18 -3.19 -1.95
H -0.34 3.48 1.36
H 0.72 -0.13 1.38
H -1.52 1.49 -1.07
H 2.02 1.91 -0.33
H -3.81 1.27 -0.93
O 1.97 -3.25 0.54
```

---

## x
H19O9 | wB97M-V/def2-TZVPD

Output
* HOMO energy: -14.3 eV
* 2S+1: 1
* total charge: +1

Geometry as XYZ:
```
28
H19O9 wB97M-V/def2-TZVPD
H -2.78 1.17 2.94
O -0.50 -3.30 -0.02
O 1.99 2.32 -2.72
H 0.40 -3.49 0.44
O -1.23 -1.10 0.91
H 2.96 -3.51 1.42
H 0.26 2.28 2.98
H 1.32 3.10 2.06
O -2.07 1.78 2.81
O 2.40 -2.71 1.54
O -2.09 1.01 -2.50
H 1.45 2.18 -3.56
O 0.79 -1.20 -1.29
H -0.86 0.23 0.24
H 0.26 -0.90 -2.00
H -2.33 1.93 -2.49
H 0.15 1.46 0.61
H -1.09 -1.96 0.48
O 0.65 2.34 2.08
H -2.63 0.50 -3.11
O -0.02 0.91 -0.12
H -2.14 -0.76 0.67
H 2.70 2.73 -3.08
H -0.74 -4.20 -0.49
H 0.65 0.02 -0.09
H -2.41 2.49 2.27
H 1.70 -1.23 -1.61
H 3.20 -2.08 1.62
```

---

Most stable structure: w

---

## w
C5H8NO | wB97M-V/def2-TZVPD

Output
* HOMO energy: -13.8 eV
* 2S+1: 1
* total charge: +1

Geometry as XYZ:
```
15
C5H8NO wB97M-V/def2-TZVPD
H 0.41 -3.06 -1.18
C 3.12 0.24 0.29
O 1.94 0.04 0.18
H 0.30 1.10 -0.96
H -2.62 1.18 0.44
C 0.06 -2.18 -0.82
H -0.85 2.12 -0.11
H 3.48 1.31 0.33
H -2.17 0.12 1.60
H -3.17 -0.61 0.30
C -0.48 -1.12 -0.62
N -0.42 1.21 -0.37
H 3.86 -0.54 0.56
C -1.09 0.06 -0.15
C -2.37 0.13 0.51
```

---

## x
C5H8NO | wB97M-V/def2-TZVPD

Output
* HOMO energy: -13.3 eV
* 2S+1: 1
* total charge: +1

Geometry as XYZ:
```
15
C5H8NO wB97M-V/def2-TZVPD
C 0.26 -0.48 -0.12
H 1.48 1.11 -0.79
C 1.07 -1.29 0.62
H 0.60 -3.34 1.06
C 0.68 -2.35 1.56
C 0.49 0.76 -1.07
C -1.40 2.64 -0.91
H 1.40 -2.48 2.31
N -0.49 1.91 -0.99
H -0.39 -2.29 2.13
H -3.16 3.48 -1.20
O -2.23 3.58 -0.90
H 0.33 0.58 -2.07
H 2.12 -1.25 0.42
H -0.76 -0.59 -0.04
```

---

## y
C5H8NO | wB97M-V/def2-TZVPD

Output
* HOMO energy: -14.8 eV
* 2S+1: 1
* total charge: +1

Geometry as XYZ:
```
15
C5H8NO wB97M-V/def2-TZVPD
H 2.70 1.47 0.07
C -1.00 -1.14 -0.10
H -3.03 -0.57 0.09
H -2.45 2.00 0.01
C -1.96 -0.19 0.04
N 2.30 0.59 -0.14
H 2.63 0.48 -1.08
H 1.01 0.68 1.40
H -1.37 -2.20 -0.07
C 1.07 0.30 0.39
H 0.59 -1.85 0.62
O -0.41 1.57 -0.10
C -1.59 1.16 -0.01
H 1.08 -1.30 -1.02
C 0.43 -0.98 -0.10
```

---

Most stable structure: y

---

## w
C5H8NO | wB97M-V/def2-TZVPD

Output
* HOMO energy (spin up / spin down): -11.9 / -12.9 eV
* 2S+1: 1
* total charge: +1

Geometry as XYZ:
```
15
C5H8NO wB97M-V/def2-TZVPD
H 1.45 0.61 0.87
H 0.91 -2.54 2.62
H -0.78 -1.66 0.89
O 1.23 -1.43 0.26
H -0.22 3.05 -2.43
C -0.95 2.31 -2.15
C -0.89 0.86 -2.91
C -0.53 1.00 -1.69
H 1.39 -0.96 2.85
H -1.92 2.70 -1.85
C 0.19 -1.24 1.14
N 0.60 -1.56 2.57
C 0.79 -0.12 0.45
H -0.19 -1.42 3.22
H -1.09 0.39 -3.84
```

---

## x
C5H8NO | wB97M-V/def2-TZVPD

Output
* HOMO energy: -12.4 eV
* 2S+1: 1
* total charge: +1

Geometry as XYZ:
```
15
C5H8NO wB97M-V/def2-TZVPD
H 0.58 -2.20 0.10
H 0.25 0.56 1.67
H 1.68 1.12 -1.21
C 1.41 -1.61 -0.08
H 2.55 1.49 0.33
C -1.94 -0.47 0.26
N 1.27 -0.36 0.08
C 0.36 0.65 0.54
O -3.14 -0.22 -0.10
H -3.77 -0.77 0.40
C -0.98 0.61 -0.21
C 1.72 0.95 -0.11
H -0.74 0.83 -1.19
H 2.23 -2.01 -0.58
H -1.48 1.42 0.11
```

---

## y
C5H8NO | wB97M-V/def2-TZVPD

Output
* HOMO energy: -14.7 eV
* 2S+1: 1
* total charge: +1

Geometry as XYZ:
```
15
C5H8NO wB97M-V/def2-TZVPD
H 1.86 -1.39 -1.03
H -1.07 1.71 1.03
C -1.03 1.46 0.02
H 1.07 0.37 1.57
H 0.36 0.57 -1.34
C 0.01 0.50 -0.35
H -1.65 -2.03 -0.26
H 2.71 -1.47 0.56
C 1.27 0.23 0.43
N -1.33 0.08 -0.03
H -1.62 2.25 -0.44
C -2.01 -0.95 -0.04
H -3.18 -0.87 0.09
O 2.56 0.44 -0.07
C 2.05 -0.90 -0.14
```

---

## z
C5H8NO | wB97M-V/def2-TZVPD

Output
* HOMO energy: -13.3 eV
* 2S+1: 1
* total charge: +1

Geometry as XYZ:
```
15
C5H8NO wB97M-V/def2-TZVPD
C -3.11 -1.14 -0.06
H -2.53 -2.04 -0.24
N 3.12 0.61 -0.10
O 0.80 0.05 0.15
C -2.04 1.28 0.00
H -2.20 1.79 0.95
H -0.94 1.04 0.01
H 3.47 -1.32 -1.01
C 1.99 -0.04 0.07
H 3.62 -1.34 0.81
C 3.21 -0.86 -0.06
H 3.64 1.38 0.29
H -2.25 1.90 -0.87
C -2.61 0.02 -0.03
H -4.16 -1.34 0.09
```

---

Most stable structure: z